Entry from the Open Molecules 2025 dataset: an isolated molecule of C4H8O2 (ωB97M-V with the def2-TZVPD basis set).

## Properties
Total charge: 0
Lowest unoccupied orbital energy, eV: 0.801
Structure (SMILES): O=CCCCO
Gap between HOMO and LUMO, eV: 9.89
Highest occupied orbital energy, hartree: -0.3339

```
14
Properties=species:S:1:pos:R:3:mulliken_charge:R:1
O 0.21173 0.01000 1.93365 -0.61
C -0.77432 -0.41292 0.93535 -0.65
C -0.91518 0.52124 -0.29980 -0.44
C 0.22950 0.32592 -1.30752 -0.51
C 1.48279 -0.06168 -0.52130 -0.12
O 2.49081 -0.47602 -1.04539 -0.51
H 0.60039 -0.74591 2.41079 0.33
H -1.71622 -0.42447 1.47539 0.38
H -0.56534 -1.42537 0.54409 0.37
H -0.97680 1.56587 0.02441 0.30
H -1.88212 0.30122 -0.78402 0.30
H 0.00374 -0.44946 -2.05809 0.26
H 0.43107 1.23017 -1.90192 0.31
H 1.37995 0.04139 0.59437 0.58
```

Entry from the Open Molecules 2025 dataset: C4H8O2 as an isolated structure (ωB97M-V with the def2-TZVPD basis set).

## Properties
Total charge: 0
Lowest unoccupied orbital energy (spin up / spin down), eV: 0.082 / 0.082
Gap between HOMO and LUMO (spin up / spin down), eV: 7.92 / 7.92
Highest occupied orbital energy (spin up / spin down), hartree: -0.2879 / -0.2879

```
14
Properties=species:S:1:pos:R:3:mulliken_charge:R:1
C 1.18125 0.90575 -0.15431 -0.71
C -0.48254 -0.76331 -0.45828 -0.40
C -0.56672 -0.72685 0.98138 -0.42
O 0.66248 0.03104 1.42859 -0.48
C -1.24026 0.12350 -1.26273 -0.07
O -1.05946 0.31487 -2.46240 -0.58
H 1.34416 0.50472 -1.14755 0.37
H 2.09680 1.11319 0.39306 0.35
H 0.49188 1.74028 -0.16664 0.32
H 0.10226 -1.53922 -0.94376 0.38
H -1.38866 -0.12464 1.37593 0.23
H -0.51199 -1.68684 1.49830 0.34
H 1.35671 -0.62394 1.60800 0.42
H -1.98593 0.73143 -0.68959 0.27
```

Entry from the Open Molecules 2025 dataset: an isolated molecule of C4H8O2 (ωB97M-V with the def2-TZVPD basis set).

## Properties
Total charge: 0
Lowest unoccupied orbital energy, eV: 0.864
Structure (SMILES): C[C@@]1(O)C[C@H]1O
Gap between HOMO and LUMO, eV: 10.31
Highest occupied orbital energy, hartree: -0.3470

```
14
Properties=species:S:1:pos:R:3:mulliken_charge:R:1
C -1.07935 0.21173 -0.97541 -1.33
C -0.14972 0.39532 0.20250 0.96
O 0.03244 1.73149 0.59644 -0.56
C -0.00886 -0.65341 1.27740 -1.05
C 1.09049 -0.44237 0.28098 -0.04
O 1.28831 -1.47238 -0.63855 -0.53
H -1.98270 0.81521 -0.84659 0.37
H -1.36929 -0.83351 -1.10804 0.30
H -0.58950 0.54503 -1.89848 0.29
H -0.45570 1.86620 1.41671 0.36
H 0.17252 -0.32126 2.29693 0.28
H -0.58066 -1.57235 1.18489 0.26
H 1.98648 0.07524 0.62544 0.33
H 1.62185 -1.07019 -1.45114 0.35
```

Entry from the Open Molecules 2025 dataset: an isolated molecule of C4H8O2 (ωB97M-V with the def2-TZVPD basis set).

## Properties
Total charge: 0
Lowest unoccupied orbital energy, eV: 0.952
Structure (SMILES): CCC(=O)OC
Gap between HOMO and LUMO, eV: 11.39
Highest occupied orbital energy, hartree: -0.3836

```
14
Properties=species:S:1:pos:R:3:mulliken_charge:R:1
C -2.27103 -0.14853 -0.07799 -1.09
C -1.01282 0.47821 0.50925 -0.20
C 0.23560 0.02278 -0.21064 0.55
O 0.27086 -0.42276 -1.33354 -0.57
O 1.33227 0.19216 0.54911 -0.31
C 2.55831 -0.18642 -0.07775 -0.62
H -3.16398 0.23776 0.42283 0.35
H -2.34681 0.06707 -1.14694 0.28
H -2.25612 -1.23677 0.03854 0.30
H -1.04919 1.57232 0.42379 0.24
H -0.90201 0.25939 1.57591 0.28
H 3.34407 0.05375 0.63896 0.23
H 2.55833 -1.25687 -0.30268 0.28
H 2.70252 0.36791 -1.00887 0.29
```

So what do the calculations give for F_max? Going down the list: 0.02666 0.00987 0.00624 0.00891 hartree/bohr.
So what do the calculations give for electronic energy? Going down the list: -8371.440 -8368.035 -8371.467 -8372.935 eV.